1.
Computed, not measured: a molecular structure, C28H35FIrN7O6SSi2 in a non-equilibrium geometry, with ωB97M-V/def2-TZVPD.

Structure (XYZ):
```
81
Properties=species:S:1:pos:R:3:mulliken_charge:R:1
Ir -0.5015 -0.9202 0.0075 2.716
N 3.9245 0.7606 4.7423 -0.497
C 3.2817 -0.2348 4.0537 0.735
C 2.3309 -1.0506 4.6811 -0.933
C 1.6875 -2.0452 3.9714 -0.500
C 1.9922 -2.2336 2.6346 -0.740
C 2.9101 -1.4223 1.9936 0.092
C 3.5433 -0.4192 2.6909 -0.134
S 1.2691 -3.5652 1.7088 1.408
O 2.1416 -3.9080 0.6210 -0.684
O 0.8687 -4.6021 2.6172 -0.704
N -0.1088 -2.8185 1.0952 -0.448
C -0.8495 -3.5738 0.3036 0.643
N -1.8165 -2.8949 -0.3731 -0.144
C -2.6046 -3.5748 -1.1797 0.024
C -2.4579 -4.9415 -1.3659 -1.046
C -1.4252 -5.5474 -0.6559 -0.303
N -0.6557 -4.8861 0.1715 -0.577
H 3.9766 0.6786 5.7437 0.220
H 4.7358 1.1567 4.2957 0.236
H 2.1170 -0.9021 5.7298 0.344
H 0.9691 -2.6995 4.4411 0.527
H 3.1178 -1.6053 0.9536 0.488
H 4.2633 0.2187 2.2048 -0.010
H -3.3776 -3.0131 -1.6851 0.311
H -3.1057 -5.4967 -2.0203 0.409
H -1.2070 -6.6038 -0.7464 0.439
C -1.6353 3.8948 -1.8212 -1.228
Si -0.8718 2.1613 -1.4895 0.206
C -0.4469 1.4954 -3.2169 -1.092
C 0.5312 2.5458 -0.2558 -0.386
C -2.0225 0.9220 -0.5904 1.326
C -2.1393 1.2380 0.8245 -1.036
C -2.8320 2.3308 1.3512 -0.656
C -2.8141 2.5426 2.7118 -0.698
C -2.1153 1.6549 3.5256 -0.833
C -1.4585 0.5883 2.9432 -0.531
N -1.4734 0.3917 1.6302 -0.003
Si -3.6434 0.3098 -1.3631 0.281
C -4.8753 1.7095 -1.8303 -1.244
C -4.5039 -0.7596 -0.0353 -1.154
C -3.2127 -0.6267 -2.9633 -1.203
H -0.9079 4.4800 -2.3755 0.347
H -1.8569 4.4381 -0.9101 0.352
H -2.5368 3.8603 -2.4202 0.335
H 0.4862 1.9240 -3.5677 0.501
H -1.2208 1.7691 -3.9270 0.469
H -0.3489 0.4162 -3.2250 0.211
H 1.2477 3.2428 -0.6725 0.415
H 1.0668 1.6532 0.0484 -0.352
H 0.1234 3.0005 0.6415 0.463
H -3.3522 2.9900 0.6771 0.490
H -3.3391 3.3855 3.1381 0.467
H -2.0935 1.7964 4.5925 0.470
H -0.9084 -0.1278 3.5390 0.510
H -5.1987 2.2765 -0.9635 0.322
H -5.7637 1.2843 -2.2884 0.409
H -4.4436 2.4054 -2.5417 0.318
H -4.9881 -0.1369 0.7110 0.364
H -3.7732 -1.3802 0.4739 0.271
H -5.2635 -1.4080 -0.4589 0.461
H -3.0975 0.0618 -3.7935 0.364
H -3.9885 -1.3348 -3.2372 0.523
H -2.2786 -1.1668 -2.8464 0.194
F 6.0855 0.3986 0.4952 -0.445
C 5.1872 0.8851 -0.3821 0.266
C 4.5153 0.0390 -1.1862 0.150
N 3.6530 0.4785 -2.1389 0.145
C 2.7250 -0.4709 -2.7092 -1.537
C 1.6016 -0.7544 -1.6973 0.778
O 0.5684 -1.3240 -2.0953 -0.725
O 1.7584 -0.3494 -0.5275 -1.126
C 3.4371 1.8331 -2.3377 0.287
O 2.7362 2.2665 -3.2205 -0.649
N 4.1107 2.6590 -1.4656 0.020
C 4.9698 2.3215 -0.4198 0.497
O 5.4373 3.1603 0.3114 -0.643
H 4.6645 -1.0287 -1.1234 0.304
H 3.2339 -1.4082 -2.9377 0.421
H 2.2856 -0.0447 -3.6130 0.477
H 3.9603 3.6542 -1.6022 0.258
```

Summary:
**Kohn-Sham gap (alpha / beta)**: 7.865 / 6.021 eV
**Max |F|**: 2.1 eV/Å
**Spin multiplicity**: 5
**HOMO level (alpha / beta)**: -7.6 / -8.3 eV

2.
Computed, not measured: a molecular structure, F2H16NNaO12S2 in a non-equilibrium geometry, with ωB97M-V/def2-TZVPD.

Structure (XYZ):
```
34
Properties=species:S:1:pos:R:3:mulliken_charge:R:1
Na 0.2119 0.8472 0.6181 0.655
N -0.5359 -2.7162 -0.0840 -0.345
S -1.9497 -2.1429 -0.5182 0.992
O -3.0470 -2.9102 -0.0721 -0.580
O -2.0660 -1.4990 -1.7763 -0.592
F -1.9490 -0.8865 0.5416 -0.256
S -0.3022 -3.8586 -1.2094 1.061
O 0.1766 -3.3364 -2.4415 -0.595
O -1.2293 -4.9275 -1.2108 -0.562
F 0.9873 -4.5259 -0.5725 -0.266
O 0.2933 0.1381 -1.9498 -0.443
H 1.1437 0.4527 -2.2684 0.209
H 0.0750 -0.6064 -2.5318 0.230
O -2.2074 2.0424 0.4773 -0.504
H -1.9605 2.9039 0.8312 0.295
H -3.0229 1.8166 0.9362 0.241
O -1.3148 2.4996 -2.2611 -0.668
H -0.6553 1.8031 -2.1265 0.407
H -1.9039 2.4133 -1.5036 0.363
O 2.7434 0.4653 0.1179 -0.604
H 2.7791 0.6536 -0.8232 0.230
H 3.4340 1.0202 0.4938 0.269
O 1.1841 2.7369 -0.7351 -0.393
H 1.9349 2.5008 -1.2852 0.241
H 1.2753 3.6884 -0.6190 0.223
O -1.0854 0.3687 2.8997 -0.517
H -1.6140 -0.3861 2.6099 0.311
H -1.6018 0.7779 3.5991 0.258
O 1.7412 -1.8312 1.2732 -0.678
H 2.0024 -1.0818 0.7283 0.424
H 1.0503 -2.2850 0.7636 0.554
O 1.4989 1.8609 2.4761 -0.497
H 1.7093 1.5237 3.3529 0.283
H 2.2044 2.4805 2.2696 0.257
```

Summary:
**Kohn-Sham gap**: 8.193 eV
**Max |F|**: 2.7 eV/Å
**Relative energy (zero: lowest compared OMol25 entry of this formula, charge and spin)**: 0.0 kJ/mol
**HOMO level**: -9.5 eV

3.
Computed, not measured: C8H19BN2O3 in the gas phase in a non-equilibrium geometry, with ωB97M-V/def2-TZVPD.

Structure (XYZ):
```
33
Properties=species:S:1:pos:R:3:mulliken_charge:R:1
O 1.6643 0.8524 -0.2761 -0.615
O -0.9514 2.1509 2.4074 -0.659
O -2.6285 0.5338 2.7697 -0.568
B -1.4859 0.9362 2.1725 0.720
C 0.5607 1.1662 -0.6202 0.111
N 0.1395 3.4718 -0.8599 -0.684
N -0.7232 0.7846 -0.0966 0.161
C 1.4606 -3.7671 -0.2290 -1.321
C 0.5616 -2.8085 0.6525 -0.360
C -0.5259 -2.1144 -0.1462 -0.421
C 1.5773 2.3163 -2.5571 -1.552
C -1.4104 -1.2564 0.7520 -0.810
C 0.4016 2.2388 -1.5981 0.489
C -0.7492 0.0321 1.0590 -0.476
H -0.0693 2.3860 2.0389 0.329
H -3.0957 1.1311 3.2958 0.296
H -0.4673 3.3449 -0.0424 0.295
H 1.0452 3.7225 -0.4631 0.302
H -1.6917 1.0538 -0.4298 0.344
H 0.7991 -4.2729 -0.9165 0.312
H 2.1037 -4.5028 0.2236 0.394
H 2.2208 -3.2059 -0.7809 0.295
H 0.0431 -3.4087 1.3909 0.268
H 1.2172 -2.1655 1.1657 0.308
H -0.1253 -1.4612 -0.9614 0.120
H -1.1226 -2.9101 -0.6284 0.450
H 1.5887 3.2484 -3.1003 0.430
H 2.5132 2.1387 -2.0672 0.305
H 1.3917 1.5553 -3.2974 0.382
H -1.6017 -1.9317 1.6081 0.386
H -2.3184 -1.1552 0.1781 0.273
H -0.5785 2.0023 -2.1093 0.241
H 0.2566 -0.1053 1.4659 0.253
```

Summary:
**Kohn-Sham gap**: 9.525 eV
**Max |F|**: 3.8 eV/Å
**Relative energy (zero: lowest compared OMol25 entry of this formula, charge and spin)**: 98.4 kJ/mol
**HOMO level**: -9.2 eV

4.
Computed, not measured: C8H19BrSi in the gas phase in a non-equilibrium geometry, with ωB97M-V/def2-TZVPD.

Structure (XYZ):
```
29
Properties=species:S:1:pos:R:3:mulliken_charge:R:1
C 2.6183 -1.3356 0.5638 -1.618
C 0.9548 -0.1585 2.0956 -1.191
C 0.7143 -0.6821 -1.9156 -1.579
C -0.6942 -1.5237 0.1025 -1.834
C -1.9273 1.8925 1.1156 -1.100
C -2.1212 1.1454 -1.8598 -1.287
C 1.5601 -0.2454 0.6906 0.368
C 0.1741 -0.4418 -0.4579 1.123
Si -0.8055 1.1633 -0.4117 0.896
Br 0.5702 2.9174 -0.8680 -0.383
H 3.4888 -1.1518 1.1551 0.442
H 2.2143 -2.2739 0.9524 0.337
H 2.9188 -1.5443 -0.4349 0.401
H 0.7493 0.9007 2.2264 0.244
H 1.7326 -0.4470 2.8696 0.360
H 0.1050 -0.7663 2.2201 0.331
H 1.5363 -0.0065 -2.0971 0.404
H 1.0487 -1.7501 -2.0492 0.388
H -0.2144 -0.5034 -2.6051 0.267
H -1.3339 -1.2989 0.9955 0.385
H -1.3916 -1.7987 -0.7339 0.445
H -0.2974 -2.4925 0.3116 0.347
H -1.8837 1.2920 2.0510 0.326
H -1.2915 2.8372 1.3559 0.274
H -2.9737 2.1316 0.8154 0.315
H -3.2373 1.0575 -1.5152 0.295
H -2.1185 2.0779 -2.4087 0.404
H -1.9667 0.2421 -2.4869 0.322
H 1.8714 0.7631 0.3230 0.318
```

Summary:
**Kohn-Sham gap**: 10.198 eV
**Max |F|**: 4.0 eV/Å
**Relative energy (zero: lowest compared OMol25 entry of this formula, charge and spin)**: 0.0 kJ/mol
**HOMO level**: -9.5 eV

5.
Computed, not measured: 6 unconnected molecules or ions with the total composition C44H46F2IN6O14S2Si in a non-equilibrium geometry, with ωB97M-V/def2-TZVPD.

Structure (XYZ):
```
116
Properties=species:S:1:pos:R:3:mulliken_charge:R:1
C -4.8337 2.3615 4.2003 -1.117
C -4.1792 1.7187 2.8541 -0.048
I -5.2145 -0.2144 2.5903 -0.001
C -4.5391 2.6270 1.5777 -0.708
S -3.0717 3.4202 0.7576 1.089
O -2.3226 4.3453 1.7188 -0.577
O -3.6595 4.3503 -0.3057 -0.757
N -2.0625 2.3317 -0.0853 -0.554
S -1.2102 1.2894 0.9638 1.024
O -0.6713 1.9247 2.2181 -0.572
O -2.0400 0.0432 1.2634 -0.395
C 0.2749 0.6898 -0.0413 0.344
F 0.7103 1.7843 -0.8916 -0.310
F -0.1898 -0.3250 -0.9221 -0.100
C 1.5257 0.2795 0.8598 -0.908
C 1.6433 -1.3323 1.1046 -0.245
Si 0.6174 -1.9697 2.5931 -0.123
C 1.6685 -3.3171 3.5206 -0.952
C 0.1800 -0.6559 3.9090 -0.715
C -0.9818 -2.9037 2.0201 0.669
C -2.0936 -3.3182 3.0395 -0.296
C -3.3597 -4.1045 2.6196 -0.584
C -3.5696 -4.5177 1.1399 -0.457
C -2.4959 -4.0813 0.0789 -0.439
C -1.2320 -3.2903 0.5210 0.283
H -4.2199 3.2730 4.5281 0.291
H -4.7329 1.5341 5.0025 0.370
H -5.9482 2.5815 4.0720 0.350
H -3.0665 1.6057 3.0671 0.189
H -5.2293 2.0714 0.8430 0.390
H -5.1797 3.5049 1.9751 0.279
H 1.6221 0.8498 1.8399 0.302
H 2.4656 0.5486 0.2435 0.350
H 1.4396 -1.9009 0.1185 0.111
H 2.7653 -1.5068 1.3334 0.383
H 2.0195 -4.1008 2.7611 0.326
H 0.9912 -3.8097 4.3100 0.289
H 2.5585 -2.8676 4.0837 0.090
H 0.9680 0.1870 3.9801 0.300
H -0.8688 -0.2064 3.7310 0.061
H 0.1383 -1.1230 4.9682 0.395
H -1.9448 -3.0203 4.1296 0.242
H -4.1222 -4.4111 3.4050 0.282
H -4.5004 -5.1230 0.8560 0.311
H -2.6981 -4.3722 -1.0195 0.256
H -0.5030 -3.0146 -0.3200 -0.001
C 2.6638 3.7404 -3.9884 -0.729
C 2.7843 2.5379 -3.2981 -0.239
C 3.6966 1.5784 -3.7248 -0.422
C 4.4875 1.8366 -4.8436 0.092
C 4.3660 3.0357 -5.5433 -0.434
C 3.4491 3.9879 -5.1109 -0.352
N 5.4674 0.8402 -5.2823 1.017
O 5.5340 -0.2080 -4.6564 -0.602
O 6.1670 1.1145 -6.2481 -0.616
H 1.9544 4.4892 -3.6490 0.480
H 2.1688 2.3500 -2.4253 0.524
H 3.7809 0.6455 -3.1783 0.499
H 4.9740 3.2420 -6.4172 0.433
H 3.3486 4.9261 -5.6467 0.370
C -1.2419 -1.3220 -6.3669 -0.465
C -0.1521 -2.1212 -6.7016 -0.494
C 0.5599 -2.7810 -5.7056 -0.463
C 0.1679 -2.6364 -4.3761 -0.039
C -0.9174 -1.8319 -4.0335 -0.073
C -1.6217 -1.1736 -5.0361 -0.794
N 0.8977 -3.3484 -3.3251 1.099
O 1.8563 -4.0309 -3.6567 -0.623
O 0.5019 -3.2214 -2.1766 -0.703
H -1.7988 -0.8127 -7.1479 0.423
H 0.1404 -2.2320 -7.7406 0.420
H 1.4067 -3.4006 -5.9792 0.488
H -1.2254 -1.7104 -3.0000 0.586
H -2.4699 -0.5471 -4.7807 0.488
C -6.1044 -3.2837 -6.5110 -0.398
C -5.0101 -4.0831 -6.8287 -0.473
C -4.3127 -4.7416 -5.8215 -0.305
C -4.7237 -4.5955 -4.4980 0.029
C -5.8135 -3.7908 -4.1726 -0.265
C -6.5033 -3.1337 -5.1861 -0.516
N -4.0079 -5.3065 -3.4363 1.033
O -3.0446 -5.9883 -3.7564 -0.596
O -4.4165 -5.1803 -2.2911 -0.590
H -6.6499 -2.7754 -7.3006 0.383
H -4.7026 -4.1952 -7.8632 0.390
H -3.4619 -5.3614 -6.0820 0.451
H -6.1361 -3.6681 -3.1443 0.465
H -7.3550 -2.5070 -4.9440 0.384
C -0.4923 6.8961 0.0645 -0.428
C -0.2330 6.6958 1.4167 -0.330
C 0.7457 7.4486 2.0578 -0.480
C 1.4572 8.4049 1.3332 0.046
C 1.2073 8.6049 -0.0234 -0.305
C 0.2285 7.8452 -0.6560 -0.497
N 2.4710 9.2177 2.0085 0.994
O 2.6777 9.0028 3.1953 -0.607
O 3.0526 10.0698 1.3493 -0.619
H -1.2616 6.3095 -0.4301 0.412
H -0.7978 5.9534 1.9713 0.570
H 0.9378 7.2825 3.1119 0.428
H 1.7592 9.3429 -0.5952 0.425
H 0.0239 7.9949 -1.7111 0.403
C 7.4074 -1.8307 7.5990 -0.389
C 6.5431 -0.9787 6.9179 -0.499
C 5.2351 -1.3746 6.6592 -0.225
C 4.8017 -2.6263 7.0920 0.079
C 5.6641 -3.4869 7.7676 -0.397
C 6.9713 -3.0838 8.0195 -0.404
N 3.4177 -3.0371 6.8437 1.032
O 2.6965 -2.2636 6.2316 -0.560
O 3.0625 -4.1282 7.2660 -0.611
H 8.4263 -1.5160 7.8041 0.364
H 6.8888 -0.0036 6.5911 0.365
H 4.5714 -0.7016 6.1276 0.463
H 5.3356 -4.4644 8.1032 0.427
H 7.6503 -3.7450 8.5475 0.360
```

Summary:
**Kohn-Sham gap**: 6.794 eV
**Max |F|**: 5.7 eV/Å
**Relative energy (zero: lowest compared OMol25 entry of this formula, charge and spin)**: 656.6 kJ/mol
**HOMO level**: -6.0 eV
**Charge**: -1

6.
Computed, not measured: 6 unconnected molecules or ions with the total composition C32H66Br11O11P2S in a non-equilibrium geometry, with ωB97M-V/def2-TZVPD.

Structure (XYZ):
```
123
Properties=species:S:1:pos:R:3:mulliken_charge:R:1
C 8.9570 2.8128 1.9065 -1.128
C 7.5580 3.3058 2.4054 -0.493
C 6.3601 2.7545 1.5281 -0.485
C 5.3879 1.9451 2.4501 -1.021
C 3.8595 2.1172 2.0661 -0.457
C 3.5913 1.0744 0.9190 -0.266
C 2.4601 1.4734 -0.0730 -0.647
P 0.7520 0.6966 0.2088 0.195
C 0.9948 0.1462 2.0178 -2.732
O 1.5417 -1.1864 2.1831 0.675
C 1.8814 -1.3124 3.5664 -1.075
C -0.0783 2.2483 1.0231 -0.914
C -1.6009 2.0808 1.1725 0.334
O -2.0973 1.6479 2.1307 -0.526
Br -2.8502 2.6499 -0.2383 -0.146
O 0.1245 0.9698 -1.4020 -0.448
C 0.5437 2.1051 -2.1160 -0.813
C -0.5669 2.5293 -3.1506 0.132
C -0.5303 4.0642 -3.4561 -0.774
C -1.4105 4.9150 -2.5032 -0.764
O 1.5093 -0.7549 -0.4194 0.428
C 0.6302 -1.8062 -0.7657 0.496
O 0.9537 -1.9943 -2.1590 -0.610
C 1.1216 -3.1725 -0.1417 -0.746
C 2.6019 -3.5054 -0.4278 0.442
C 3.6412 -2.7274 0.4296 -0.943
C 2.7806 -5.0223 -0.0361 -1.220
C -0.8820 -1.3404 -0.4294 0.504
P -1.8359 -2.4391 0.8170 0.643
O -3.2406 -2.0249 0.9283 -0.773
O -1.2069 -2.3232 2.3100 -0.535
O -1.8356 -4.0134 0.4438 -0.596
S -2.1065 -1.2797 -1.8335 1.581
C -1.4128 -0.7388 -3.4099 -0.774
O -3.2024 -0.3692 -1.5629 -0.487
O -2.7093 -2.5912 -2.0729 -0.765
O -0.7749 -0.2154 0.3616 -0.348
H 8.9205 1.7736 1.5381 0.338
H 9.2864 3.4814 1.0905 0.255
H 9.6614 2.8345 2.7575 0.341
H 7.4882 4.4085 2.3669 0.295
H 7.4740 3.0034 3.4622 0.338
H 5.8595 3.5647 0.9701 0.363
H 6.8343 2.0263 0.8422 0.276
H 5.5488 2.0991 3.5313 0.564
H 5.5951 0.8680 2.2685 0.174
H 3.3084 1.8838 2.9914 0.296
H 3.7256 3.1485 1.6970 0.262
H 4.5354 1.1238 0.3265 0.399
H 3.5549 0.0379 1.2919 -0.146
H 2.7967 1.0725 -1.0476 0.285
H 2.3725 2.5754 -0.0944 0.521
H 1.5946 0.8188 2.6616 0.772
H -0.0134 0.1032 2.4883 0.830
H 1.1650 -0.7436 4.1959 0.326
H 1.8632 -2.3674 3.8906 0.164
H 2.9055 -0.8954 3.6912 0.243
H 0.2730 2.4416 2.0490 0.471
H 0.0701 3.1804 0.4483 0.633
H 1.4178 1.8276 -2.7574 0.234
H 0.8246 3.0290 -1.5815 0.220
H -0.3808 2.0355 -4.1284 0.308
H -1.5650 2.1852 -2.8240 -0.042
H -0.8833 4.2644 -4.4861 0.393
H 0.5195 4.3889 -3.3040 0.311
H -1.1112 4.6954 -1.4571 0.087
H -1.3032 6.0049 -2.6324 0.425
H -2.4628 4.5798 -2.5709 0.115
H 1.7722 -1.4954 -2.2958 0.600
H 0.8752 -3.2430 0.9343 0.337
H 0.5344 -3.9485 -0.6655 -0.203
H 2.9049 -3.4424 -1.4857 0.364
H 3.3822 -2.6449 1.4936 -0.098
H 4.6170 -3.2502 0.3133 0.693
H 3.7936 -1.7449 -0.0550 -0.134
H 2.0187 -5.6750 -0.4934 0.339
H 2.6554 -5.0753 1.0682 0.317
H 3.8331 -5.3300 -0.2352 0.095
H -1.6948 -1.5710 2.6942 0.391
H -1.5984 -4.1932 -0.4841 0.261
H -1.4285 -1.6108 -4.0928 0.458
H -0.3732 -0.3906 -3.3682 0.101
H -2.0239 0.0421 -3.8916 0.329
Br -4.1943 4.7453 3.1470 -0.164
C -4.8282 2.9018 3.1917 -0.058
C -6.3095 2.8263 2.9466 -0.528
Br -7.3248 3.3547 4.5273 -0.196
H -4.5300 2.4885 4.1509 0.433
H -4.2829 2.3946 2.3975 -0.286
H -6.6126 1.8005 2.7445 0.381
H -6.6406 3.4651 2.1317 0.352
Br -8.5717 8.9706 1.4660 -0.149
C -8.8939 8.0565 3.1561 -0.593
C -8.4188 6.6283 3.1128 -0.552
Br -9.6505 5.4970 2.1164 -0.115
H -9.9565 8.1454 3.3649 0.389
H -8.3318 8.6231 3.8968 0.363
H -8.3911 6.2032 4.1145 0.277
H -7.4418 6.5157 2.6497 0.366
Br -5.3573 2.4050 -2.4350 -0.159
C -5.9635 0.5589 -2.3186 -0.410
C -7.4507 0.4564 -2.5298 -0.578
Br -8.4405 1.0222 -0.9480 -0.179
H -5.6379 0.1812 -1.3532 0.329
H -5.4267 0.0331 -3.1052 0.262
H -7.7420 -0.5804 -2.6910 0.421
H -7.8078 1.0636 -3.3574 0.365
Br 6.4288 -5.6801 -2.6134 -0.120
C 6.2799 -7.3425 -1.6133 -0.531
C 5.8607 -8.4835 -2.5029 -0.613
Br 3.9610 -8.4042 -2.9106 -0.118
H 5.5865 -7.1596 -0.7965 0.309
H 7.2747 -7.5203 -1.2074 0.358
H 6.0031 -9.4365 -1.9953 0.337
H 6.3884 -8.5003 -3.4525 0.370
Br -1.7657 -8.2937 -1.6502 -0.164
C -2.7427 -6.8051 -2.4419 -0.559
C -1.9257 -6.1129 -3.5009 -0.621
Br -0.5625 -4.9722 -2.7135 0.117
H -3.0307 -6.1456 -1.6270 0.265
H -3.6358 -7.2504 -2.8773 0.397
H -2.5518 -5.4423 -4.0884 0.337
H -1.4148 -6.8031 -4.1670 0.424
```

Summary:
**Kohn-Sham gap**: 8.366 eV
**Max |F|**: 3.7 eV/Å
**HOMO level**: -6.5 eV
**Charge**: -1